5
Properties=species:S:1:pos:R:3 method="wB97M-V/def2-TZVPD" homo_lumo_gap_ev="7.36 / 7.36" lumo_energy_ha="-0.0305 / -0.0305" charge=0 homo_ev="-8.192 / -8.187" relative_energy_kcal_mol=108.5 energy_ev=-15419.537
C 0.9917 -0.1455 0.0279
N -1.1663 0.5419 0.3717
O -0.1719 -0.0966 -0.0163
S 2.4432 -0.8149 -0.1857
H -2.0967 0.5150 -0.1976